(1)
{"formula": "C34H86CrN7O13", "method": "ωB97M-V/def2-TZVPD", "species": ["Cr", "C", "C", "O", "O", "H", "H", "H", "C", "C", "O", "O", "H", "H", "H", "C", "C", "O", "O", "H", "H", "H", "C", "C", "C", "O", "C", "N", "H", "H", "H", "H", "H", "H", "H", "H", "H", "H", "H", "C", "C", "C", "O", "C", "N", "H", "H", "H", "H", "H", "H", "H", "H", "H", "H", "H", "C", "C", "C", "O", "C", "N", "H", "H", "H", "H", "H", "H", "H", "H", "H", "H", "H", "C", "C", "C", "O", "C", "N", "H", "H", "H", "H", "H", "H", "H", "H", "H", "H", "H", "C", "C", "C", "O", "C", "N", "H", "H", "H", "H", "H", "H", "H", "H", "H", "H", "H", "C", "C", "C", "O", "C", "N", "H", "H", "H", "H", "H", "H", "H", "H", "H", "H", "H", "C", "C", "C", "O", "C", "N", "H", "H", "H", "H", "H", "H", "H", "H", "H", "H", "H"], "positions_angstrom": [[0.035, 0.272, 1.156], [3.603, 1.785, -0.184], [2.229, 1.178, 0.198], [1.510, 0.451, -0.480], [1.711, 1.501, 1.299], [4.220, 1.807, 0.715], [3.531, 2.819, -0.520], [4.005, 1.120, -0.948], [0.923, -3.757, 0.622], [0.440, -2.304, 0.954], [-0.519, -1.746, 0.399], [1.053, -1.502, 1.609], [0.590, -4.382, -0.206], [0.783, -4.254, 1.582], [2.012, -3.720, 0.632], [-2.163, 0.623, 4.614], [-1.378, 0.468, 3.292], [-1.910, 0.226, 2.199], [-0.208, 0.689, 3.293], [-3.038, 1.260, 4.484], [-1.606, 1.178, 5.369], [-2.494, -0.377, 4.892], [4.009, 5.821, -2.234], [2.629, 5.365, -1.720], [2.386, 5.785, -0.247], [2.800, 4.799, 0.645], [2.642, 5.153, 2.034], [1.682, 5.929, -2.666], [4.216, 6.867, -2.006], [4.229, 5.748, -3.299], [4.722, 5.281, -1.612], [2.468, 4.288, -1.776], [1.326, 5.926, -0.036], [2.891, 6.722, -0.015], [1.686, 5.663, 2.154], [3.431, 5.831, 2.359], [2.581, 4.281, 2.685], [2.127, 5.603, -3.513], [1.937, 6.906, -2.671], [-1.950, 2.199, -2.391], [-1.134, 1.995, -1.173], [-1.384, 3.149, -0.103], [-0.792, 2.746, 1.171], [-1.078, 3.673, 2.153], [-1.461, 0.707, -0.548], [-1.970, 3.223, -2.765], [-2.957, 1.802, -2.264], [-1.500, 1.547, -3.139], [-0.079, 2.121, -1.418], [-2.443, 3.383, 0.004], [-1.005, 4.094, -0.492], [-1.247, 4.701, 1.831], [-0.314, 3.600, 2.926], [-2.051, 3.498, 2.613], [-2.432, 0.699, -0.272], [-1.534, 0.081, -1.337], [-6.625, -0.480, -0.309], [-6.259, -0.705, 1.211], [-5.405, 0.453, 1.859], [-6.031, 1.788, 1.809], [-5.546, 2.807, 2.766], [-7.524, -0.790, 1.815], [-5.735, -0.538, -0.935], [-7.324, 0.333, -0.505], [-7.142, -1.382, -0.634], [-5.754, -1.647, 1.420], [-4.469, 0.392, 1.303], [-5.347, 0.149, 2.904], [-4.516, 3.069, 2.523], [-5.724, 2.317, 3.723], [-6.153, 3.697, 2.602], [-7.406, -0.980, 2.800], [-8.149, -1.516, 1.494], [-0.781, -3.076, -3.795], [-0.688, -1.477, -3.777], [-1.106, -0.847, -5.080], [-0.898, 0.543, -5.076], [-1.060, 1.242, -6.334], [-1.504, -1.127, -2.678], [-0.102, -3.317, -4.613], [-1.764, -3.463, -4.065], [-0.467, -3.594, -2.889], [0.324, -1.137, -3.559], [-2.141, -1.096, -5.315], [-0.414, -1.287, -5.797], [-0.854, 0.685, -7.248], [-0.388, 2.092, -6.214], [-2.090, 1.542, -6.524], [-1.014, -1.325, -1.817], [-2.249, -1.802, -2.592], [-1.482, -4.329, 3.670], [-2.685, -4.833, 2.825], [-2.182, -5.969, 1.900], [-3.304, -6.345, 1.064], [-3.050, -7.408, 0.137], [-3.542, -5.406, 3.785], [-1.196, -4.954, 4.517], [-1.637, -3.328, 4.075], [-0.585, -4.310, 3.051], [-3.255, -4.107, 2.245], [-1.677, -6.811, 2.374], [-1.419, -5.508, 1.272], [-2.764, -8.406, 0.466], [-2.288, -7.255, -0.627], [-3.928, -7.471, -0.506], [-4.501, -5.424, 3.468], [-3.613, -4.973, 4.694], [3.196, -1.488, 4.235], [4.369, -2.336, 4.772], [4.514, -3.419, 3.803], [5.395, -4.316, 4.269], [6.090, -5.109, 3.321], [5.620, -1.626, 4.928], [2.300, -2.061, 3.996], [3.362, -0.949, 3.302], [3.016, -0.639, 4.895], [3.975, -2.949, 5.583], [4.796, -3.022, 2.828], [3.564, -3.919, 3.610], [6.562, -5.930, 3.860], [6.947, -4.565, 2.923], [5.502, -5.638, 2.570], [6.359, -2.306, 5.041], [5.932, -1.198, 4.068], [1.554, 2.269, -3.639], [2.929, 2.577, -4.176], [3.714, 1.416, -4.837], [4.123, 0.404, -3.895], [3.213, -0.705, -3.880], [2.784, 3.704, -5.032], [0.683, 1.950, -4.211], [1.107, 3.079, -3.062], [1.835, 1.485, -2.936], [3.516, 2.827, -3.292], [4.656, 1.857, -5.165], [3.104, 1.131, -5.694], [2.192, -0.408, -4.123], [3.324, -1.201, -2.916], [3.596, -1.398, -4.629], [3.681, 3.836, -5.478], [2.144, 3.436, -5.766]], "mulliken_spin": [3.0645, -0.0004, 0.0114, -0.0207, -0.0624, -0.0002, 0.0002, -0.0020, 0.0007, -0.0069, -0.0057, 0.0213, -0.0010, -0.0010, -0.0005, -0.0077, -0.0307, 0.0387, 0.0102, 0.0011, 0.0012, 0.0005, 0.0000, 0.0002, 0.0001, 0.0008, -0.0001, 0.0000, 0.0000, 0.0000, 0.0000, 0.0002, -0.0001, 0.0000, 0.0002, 0.0000, 0.0000, 0.0000, 0.0000, 0.0066, -0.0413, -0.0139, -0.0153, 0.0032, 0.0143, -0.0007, -0.0004, -0.0032, 0.0270, -0.0004, 0.0009, 0.0027, -0.0005, 0.0004, 0.0044, -0.0015, -0.0001, 0.0000, -0.0013, 0.0001, 0.0000, 0.0000, 0.0001, 0.0000, 0.0000, 0.0000, 0.0022, -0.0003, 0.0001, -0.0001, 0.0000, 0.0000, 0.0000, -0.0002, -0.0006, 0.0001, 0.0000, 0.0000, -0.0002, 0.0000, 0.0000, 0.0001, 0.0002, 0.0000, 0.0000, 0.0000, 0.0000, 0.0000, 0.0044, 0.0000, 0.0004, -0.0002, -0.0002, 0.0000, 0.0000, 0.0000, 0.0000, -0.0002, -0.0003, 0.0001, 0.0000, 0.0000, 0.0000, 0.0000, 0.0000, 0.0000, 0.0000, 0.0000, 0.0003, -0.0002, 0.0000, 0.0000, 0.0000, 0.0000, -0.0006, -0.0002, 0.0000, -0.0002, -0.0001, 0.0000, 0.0000, 0.0000, 0.0000, 0.0000, 0.0014, 0.0002, 0.0000, -0.0001, -0.0002, 0.0000, -0.0002, 0.0006, 0.0010, 0.0000, 0.0000, 0.0000, 0.0002, -0.0001, 0.0000, 0.0000, 0.0000], "multiplicity": 4, "s2": 3.78, "relative_energy_ev": 5.570, "largest_force_ev_per_a": 6.8, "orbital_gap_ev": [8.4477, 9.3144], "homo_energy_ev": [-8.763, -8.871]}

***

(2)
{"formula": "C6H6IN3OS", "method": "ωB97M-V/def2-TZVPD", "species": ["C", "C", "C", "C", "C", "C", "N", "N", "N", "O", "S", "I", "H", "H", "H", "H", "H", "H"], "positions_angstrom": [[-0.683, 0.711, 0.015], [-0.983, -1.530, 0.914], [-2.062, 0.838, 0.026], [-2.374, -1.492, 0.637], [-0.213, -0.481, 0.458], [-2.936, -0.245, 0.212], [3.811, 1.147, -0.890], [2.762, 1.065, -0.333], [2.022, -0.917, -0.980], [2.447, 0.348, 0.954], [1.586, -0.999, 0.502], [-5.030, -0.083, -0.033], [-0.040, 1.607, 0.105], [-0.589, -2.395, 1.242], [-2.584, 1.744, -0.145], [-2.867, -2.456, 0.696], [4.702, 0.606, -0.797], [1.481, -1.565, -1.532]], "lowdin_charge": [-0.0673, -0.1039, -0.1401, -0.1090, -0.3664, -0.6963, 0.0983, -0.1319, -0.3485, -0.4121, 0.9693, 0.8326, 0.1313, 0.0570, 0.0785, 0.0983, 0.1072, 0.0031], "relative_energy_ev": 2.776, "largest_force_ev_per_a": 5.0, "orbital_gap_ev": 8.4430, "homo_energy_ev": -8.277}

***

(3)
{"formula": "H5P3", "method": "ωB97M-V/def2-TZVPD", "species": ["P", "P", "P", "H", "H", "H", "H", "H"], "positions_angstrom": [[-0.474, -1.374, 0.558], [2.474, -0.143, -0.226], [0.304, 0.205, -0.601], [-1.789, -0.868, 0.601], [-3.606, 1.191, 1.139], [3.027, -1.121, -1.190], [2.902, 0.960, -0.998], [-2.839, 1.151, 0.717]], "lowdin_charge": [0.2800, 0.2925, 0.0508, -0.3016, 0.0321, -0.1438, -0.1998, -0.0103], "relative_energy_ev": 1.247, "largest_force_ev_per_a": 3.3, "orbital_gap_ev": 7.5055, "homo_energy_ev": -8.860}

***

(4)
{"formula": "C4H6CuO3", "method": "ωB97M-V/def2-TZVPD", "species": ["H", "C", "H", "H", "C", "O", "C", "O", "Cu", "O", "C", "H", "H", "H"], "positions_angstrom": [[-0.710, 3.169, -1.815], [0.189, 2.699, -2.679], [0.353, 2.548, -3.758], [1.044, 3.234, -2.237], [-0.650, 1.855, -2.043], [-1.852, -0.537, 0.643], [-0.708, -0.981, 0.959], [0.322, -0.562, 0.354], [-0.877, 0.503, -0.607], [-0.639, -1.889, 1.903], [0.649, -2.407, 2.248], [1.103, -2.902, 1.382], [1.300, -1.600, 2.603], [0.474, -3.130, 3.047]], "mulliken_spin": [0.0252, -0.0176, 0.0884, 0.0716, 0.8165, 0.2196, -0.0109, 0.2070, 0.5922, 0.0009, 0.0062, -0.0005, -0.0003, 0.0017], "multiplicity": 3, "s2": 2.01, "relative_energy_ev": 1.118, "largest_force_ev_per_a": 3.5, "orbital_gap_ev": [9.4384, 8.2736], "homo_energy_ev": [-14.370, -15.428], "total_charge": 1}

***

(5)
{"formula": "C6H12N2", "method": "ωB97M-V/def2-TZVPD", "species": ["C", "C", "N", "C", "H", "H", "H", "H", "H", "C", "N", "C", "C", "H", "H", "H", "H", "H", "H", "H"], "positions_angstrom": [[2.646, -0.503, 2.967], [1.392, -0.567, 3.405], [0.266, -0.620, 2.583], [0.065, 0.318, 1.766], [2.847, -0.488, 1.902], [3.492, -0.508, 3.636], [1.195, -0.681, 4.466], [-0.711, 0.251, 1.016], [0.604, 1.271, 1.817], [-2.625, 0.817, -3.048], [-1.400, 0.969, -2.807], [-0.898, 0.378, -1.576], [0.207, -0.623, -1.879], [-3.328, 0.277, -2.403], [-3.043, 1.237, -3.960], [-0.457, 1.189, -0.991], [-1.710, -0.081, -0.997], [0.599, -1.064, -0.963], [-0.163, -1.431, -2.513], [1.022, -0.144, -2.421]], "lowdin_charge": [0.0025, -0.2694, -0.0123, -0.0446, 0.0523, 0.0460, 0.0990, 0.0415, 0.0902, -0.0671, -0.0373, -0.3379, -0.0964, 0.0734, 0.0635, 0.0970, 0.0941, 0.0599, 0.0725, 0.0731], "smiles": "C=CN=C.C=NCC", "relative_energy_ev": 2.448, "largest_force_ev_per_a": 0.7, "orbital_gap_ev": 10.1191, "homo_energy_ev": -9.183}